Density functional theory data (the ωB97M-V functional and the def2-TZVPD basis) for a cluster of 9 separate species, C42H98N12O10 in total.

The SMILES is CC1(C)CCCC(C)(C)N1O.CC1(C)CCCC(C)(C)N1O.CC1(C)CCCC(C)(C)N1O.CC1(C)CCCC(C)(C)N1O.NC(N)=O.NC(N)=O.NC(N)=O.NC(N)=O.OCCO. Its orbital gap is 8.378 eV. The calculated total energy is -83492.6830 eV.

```
162
Properties=species:S:1:pos:R:3:mulliken_charge:R:1
C -7.880 6.978 4.796 -1.7156
C -7.354 8.097 3.868 1.5601
C -7.650 9.556 4.430 -1.7252
C -5.795 7.927 3.847 -1.2183
C -5.402 6.859 2.849 -0.5501
C -5.964 7.211 1.502 -1.1888
C -7.543 7.170 1.537 1.3759
C -8.015 7.850 0.194 -1.8183
C -8.044 5.663 1.584 -1.6693
N -8.091 8.098 2.620 0.1492
O -9.575 8.023 2.744 -0.4665
H -7.401 6.961 5.775 0.4796
H -8.911 7.287 4.964 0.3801
H -7.853 5.934 4.484 0.2661
H -8.689 9.855 4.297 0.3532
H -7.358 9.721 5.467 0.3966
H -7.165 10.396 3.931 0.3912
H -5.210 8.833 3.689 0.3655
H -5.479 7.583 4.831 0.4094
H -4.312 6.844 2.861 0.3650
H -5.755 5.886 3.190 0.2913
H -5.600 6.551 0.716 0.4902
H -5.624 8.204 1.207 0.3731
H -8.007 7.141 -0.633 0.3755
H -7.526 8.815 0.057 0.3984
H -9.069 8.122 0.247 0.4242
H -9.128 5.774 1.617 0.4215
H -7.770 5.083 2.465 0.2417
H -7.790 5.221 0.620 0.4762
H -9.828 8.938 2.601 0.3654
C 0.230 3.358 -4.311 -1.9034
C 0.082 4.025 -2.896 1.5848
C -0.563 5.379 -3.123 -1.7051
C -0.885 3.123 -2.082 -1.3842
C -1.088 3.500 -0.635 -0.5525
C 0.272 3.530 0.008 -1.2773
C 1.412 4.353 -0.722 1.8294
C 1.190 5.849 -0.329 -1.9849
C 2.761 3.847 -0.270 -2.0113
N 1.385 4.133 -2.241 0.2405
O 2.412 4.873 -2.990 -0.4633
H 0.476 2.296 -4.343 0.3970
H -0.682 3.448 -4.902 0.3883
H 1.055 3.772 -4.891 0.4437
H -0.548 6.046 -2.262 0.3528
H -0.067 5.894 -3.946 0.3636
H -1.619 5.468 -3.377 0.3639
H -1.826 3.102 -2.633 0.4665
H -0.409 2.144 -2.133 0.3940
H -1.569 4.472 -0.523 0.2682
H -1.799 2.824 -0.160 0.4171
H 0.585 2.490 0.104 0.4343
H 0.069 3.929 1.001 0.4048
H 0.233 6.224 0.034 0.3214
H 1.539 6.449 -1.169 0.4294
H 1.882 6.094 0.477 0.4977
H 3.564 4.562 -0.451 0.3866
H 2.850 2.832 -0.655 0.4904
H 2.662 3.721 0.808 0.4629
H 2.973 4.138 -3.246 0.3454
C 0.696 -5.883 -6.344 -1.6304
C 0.409 -5.580 -4.831 1.2955
C 0.275 -6.976 -4.107 -1.6554
C 1.647 -4.865 -4.212 -1.1901
C 1.372 -4.367 -2.795 -0.5228
C 0.258 -3.426 -2.830 -1.1527
C -1.088 -3.952 -3.392 1.4667
C -1.885 -4.838 -2.355 -1.5586
C -2.088 -2.714 -3.558 -2.0699
N -0.742 -4.563 -4.712 0.1414
O -1.930 -5.052 -5.198 -0.4951
H 1.367 -5.161 -6.808 0.3706
H 1.249 -6.820 -6.406 0.4015
H -0.151 -6.191 -6.957 0.3722
H 1.192 -7.541 -4.277 0.4807
H 0.283 -6.812 -3.030 0.3829
H -0.640 -7.464 -4.444 0.3367
H 2.494 -5.551 -4.217 0.4084
H 1.848 -3.982 -4.820 0.4445
H 1.221 -5.111 -2.013 0.3474
H 2.163 -3.762 -2.352 0.3477
H 0.389 -2.517 -3.416 0.3264
H 0.031 -3.126 -1.807 0.3618
H -2.875 -5.183 -2.653 0.3362
H -1.882 -4.263 -1.429 0.4468
H -1.302 -5.731 -2.133 0.2831
H -2.414 -2.231 -2.637 0.3741
H -3.060 -3.082 -3.888 0.4862
H -1.651 -2.073 -4.324 0.4889
H -2.322 -4.302 -5.651 0.3702
C -4.229 2.098 6.311 -2.0473
C -4.021 2.246 7.846 1.4993
C -2.504 2.113 8.126 -1.7930
C -4.327 3.762 8.135 -1.2834
C -4.393 4.029 9.681 -0.7110
C -5.437 3.069 10.319 -1.1312
C -5.186 1.536 10.013 1.2480
C -4.064 0.903 10.945 -1.5101
C -6.489 0.771 10.398 -1.8998
N -4.924 1.299 8.599 0.7148
O -4.565 0.011 8.311 -0.3951
H -3.823 2.957 5.777 0.3711
H -3.905 1.182 5.818 0.2303
H -5.300 2.192 6.133 0.4643
H -1.882 2.642 7.404 0.4648
H -2.213 2.273 9.164 0.2977
H -2.180 1.107 7.859 0.4656
H -3.524 4.378 7.732 0.4275
H -5.203 4.091 7.575 0.4710
H -3.454 3.822 10.195 0.3189
H -4.694 5.061 9.860 0.3938
H -6.446 3.264 9.957 0.3988
H -5.370 3.286 11.385 0.4008
H -3.199 1.552 10.810 0.3283
H -3.825 -0.075 10.526 0.4160
H -4.148 1.173 11.998 0.4426
H -6.207 -0.277 10.302 0.4040
H -7.198 0.875 9.577 0.3997
H -6.949 1.124 11.321 0.3434
H -3.652 -0.031 8.604 0.2805
N -3.082 -3.514 4.699 -0.4207
C -2.292 -2.448 4.734 0.7288
N -2.367 -1.722 3.682 -0.3472
O -1.593 -2.226 5.675 -0.6841
H -3.011 -4.031 5.564 0.2017
H -3.757 -3.481 3.949 0.1785
H -3.126 -1.815 3.022 0.1784
H -1.708 -0.961 3.763 0.1883
N -8.202 -0.087 6.041 -0.3268
C -8.291 -1.198 5.409 0.6480
N -7.149 -1.759 5.126 -0.2762
O -9.308 -1.716 4.981 -0.7006
H -9.066 0.431 6.111 0.1884
H -7.414 0.198 6.605 0.1731
H -6.374 -1.185 5.427 0.1077
H -6.986 -2.390 4.354 0.1760
N -13.011 0.797 -3.690 -0.3874
C -11.914 1.008 -2.997 0.6705
N -11.868 2.196 -2.454 -0.3523
O -10.951 0.220 -2.931 -0.6713
H -13.192 -0.128 -4.052 0.2301
H -13.592 1.623 -3.684 0.1703
H -12.518 2.953 -2.608 0.1610
H -11.069 2.506 -1.920 0.1860
N -7.074 -4.075 -0.030 -0.3624
C -6.188 -4.792 0.640 0.7617
N -6.178 -6.027 0.213 -0.4510
O -5.617 -4.475 1.666 -0.6583
H -7.342 -3.138 0.236 0.1561
H -7.740 -4.588 -0.588 0.1649
H -5.569 -6.657 0.715 0.2430
H -6.883 -6.231 -0.482 0.1449
O -8.079 -0.306 0.193 -0.5326
C -7.306 0.835 0.049 -0.3082
C -6.157 0.904 1.020 -0.3890
O -5.266 -0.153 0.965 -0.4216
H -8.803 -0.210 -0.429 0.2894
H -7.003 0.854 -0.998 0.3366
H -8.040 1.578 0.362 0.2360
H -6.693 1.067 1.956 0.2617
H -5.539 1.763 0.758 0.2705
H -5.782 -0.962 1.013 0.2350
```